# C4H5NO3

2 unconnected molecules or ions with the total composition C4H5NO3 in a non-equilibrium geometry (wB97M-V/def2-TZVPD, the Open Molecules 2025 dataset).

Last column: Mulliken charge in e.
Geometry (Å):
C1 -0.435 0.839 -0.750  0.6190
C2 0.119 -1.595 0.249  -0.5645
C3 -0.606 -1.477 1.347  -0.5057
O1 -1.324 0.309 -1.385  -0.5313
O2 -0.612 1.467 0.420  -0.4263
N1 0.823 1.069 -1.271  -0.2808
C4 1.784 1.786 -1.223  0.6015
O3 2.792 2.342 -1.277  -0.3849
H1 -0.373 -1.543 -0.771  0.2971
H2 -1.512 1.297 0.739  0.3637
H3 1.199 -1.592 0.270  0.2649
H4 -0.168 -1.399 2.332  0.2387
H5 -1.686 -1.502 1.321  0.3086

Output
Frontier orbital gap   0.3982 hartree
E_HOMO   -0.3799 Eh
LUMO level   0.4963 eV
Energy relative to the best compared isomer or geometry (same formula, charge and spin)   126.36 kJ/mol
Maximum force   2.55 eV/A
Structure (SMILES)   O=C=NC(=O)O.C=C